(1)
An isolated molecule of C23H22N2O7, computed with the ωB97M-V functional and the def2-TZVPD basis.

Output
Frontier orbital gap in eV: 9.1
Spin multiplicity: 1
Maximum force in eV/Å: 0.575
Structure (SMILES): COC(=O)[C@]1(C)N[C@@H](c2ccc(O)cc2)[C@@H]2C(=O)N(c3ccc4c(c3)OCCO4)C(=O)[C@@H]21
Energy relative to the best compared isomer or geometry (same formula, charge and spin) in eV: 0.0000
Net charge: 0
HOMO level in eV: -8.3323
Lowest unoccupied orbital energy in eV: 0.740

Last column: Löwdin charge in e.
Geometry (Å):
C (-0.592, 2.207, 3.135)  -0.024
O (-0.304, 2.422, 1.756)  -0.033
C (-1.305, 2.223, 0.905)  -0.438
O (-2.412, 1.880, 1.234)  0.140
C (-0.937, 2.541, -0.555)  -0.376
C (-0.686, 4.044, -0.661)  0.015
N (-2.007, 2.110, -1.434)  0.065
C (-1.920, 0.660, -1.581)  -0.221
C (-2.458, 0.192, -2.909)  -0.188
C (-2.611, 1.065, -3.974)  -0.030
C (-3.077, 0.610, -5.194)  -0.022
C (-3.389, -0.733, -5.365)  -0.326
O (-3.850, -1.225, -6.547)  0.050
C (-3.229, -1.616, -4.300)  -0.007
C (-2.768, -1.152, -3.085)  -0.022
C (-0.404, 0.377, -1.447)  -0.074
C (-0.043, -0.537, -0.294)  -0.353
O (-0.560, -1.581, -0.008)  0.134
N (1.014, 0.053, 0.393)  0.123
C (1.731, -0.594, 1.433)  -0.162
C (2.191, 0.135, 2.523)  -0.011
C (2.905, -0.501, 3.518)  0.021
C (3.159, -1.865, 3.450)  -0.199
C (2.667, -2.601, 2.367)  -0.185
C (1.969, -1.958, 1.354)  0.089
O (2.855, -3.952, 2.262)  -0.019
C (3.265, -4.554, 3.470)  -0.148
C (4.375, -3.729, 4.119)  -0.148
O (3.895, -2.444, 4.450)  -0.024
C (1.296, 1.343, -0.042)  -0.370
O (2.222, 2.017, 0.315)  0.136
C (0.252, 1.701, -1.076)  -0.069
H (0.192, 2.710, 3.695)  0.099
H (-0.593, 1.138, 3.354)  0.103
H (-1.572, 2.623, 3.380)  0.098
H (0.216, 4.302, -0.112)  0.094
H (-1.527, 4.599, -0.250)  0.094
H (-0.568, 4.317, -1.706)  0.091
H (-2.916, 2.387, -1.076)  0.142
H (-2.451, 0.124, -0.778)  0.154
H (-2.367, 2.107, -3.837)  0.106
H (-3.200, 1.299, -6.019)  0.111
H (-3.920, -0.512, -7.193)  0.104
H (-3.473, -2.655, -4.447)  0.117
H (-2.642, -1.837, -2.260)  0.119
H (-0.006, -0.058, -2.366)  0.175
H (2.018, 1.196, 2.577)  0.103
H (3.286, 0.047, 4.365)  0.123
H (1.610, -2.548, 0.529)  0.130
H (3.613, -5.556, 3.214)  0.133
H (2.414, -4.624, 4.161)  0.140
H (4.714, -4.182, 5.052)  0.133
H (5.218, -3.644, 3.421)  0.139
H (0.709, 2.229, -1.914)  0.171

(2)
A cluster of 2 separate species, C4H8NO3 in total in a non-equilibrium geometry, computed with the ωB97M-V functional and the def2-TZVPD basis.

Output
Frontier orbital gap in eV: 8.3
Spin multiplicity: 1
Maximum force in eV/Å: 2.666
Energy relative to the best compared isomer or geometry (same formula, charge and spin) in eV: 0.4596
Net charge: -1
HOMO level in eV: -4.4919
Lowest unoccupied orbital energy in eV: 3.836

Last column: Löwdin charge in e.
Geometry (Å):
C (-1.139, -0.082, -3.371)  -0.045
C (-0.445, 0.367, -2.017)  -0.741
O (-1.068, 0.302, -0.933)  -0.113
O (0.704, 0.874, -2.166)  -0.109
H (-1.133, -1.164, -3.398)  0.045
H (-0.481, 0.244, -4.188)  0.050
H (-2.114, 0.350, -3.524)  0.041
C (0.056, -0.271, 3.052)  -0.034
C (1.282, -0.209, 2.195)  -0.608
O (2.451, -0.310, 2.539)  -0.014
N (0.985, 0.101, 0.897)  0.163
H (1.760, 0.495, 0.386)  0.097
H (0.045, 0.107, 0.481)  0.048
H (-0.012, 0.564, 3.781)  0.084
H (0.020, -1.123, 3.722)  0.063
H (-0.908, -0.245, 2.545)  0.072

(3)
An isolated molecule of C4H9NO3 in a non-equilibrium geometry, computed with the ωB97M-V functional and the def2-TZVPD basis.

Output
Frontier orbital gap in eV: 9.9
Spin multiplicity: 1
Maximum force in eV/Å: 7.112
Structure (SMILES): C[C@@H](O)[C@H](N)C(=O)O
Energy relative to the best compared isomer or geometry (same formula, charge and spin) in eV: 3.8094
Net charge: 0
HOMO level in eV: -9.3114
Lowest unoccupied orbital energy in eV: 0.608

Last column: Löwdin charge in e.
Geometry (Å):
C (1.957, 0.362, 0.742)  -0.045
C (0.521, -0.284, 0.665)  -0.435
O (-0.365, 0.138, 1.598)  -0.089
C (-0.093, -0.049, -0.894)  -0.261
N (-0.580, 1.294, -0.601)  -0.022
C (-1.022, -1.135, -0.933)  -0.443
O (-0.728, -2.348, -1.285)  0.022
O (-2.283, -0.650, -0.680)  0.108
H (2.299, 0.300, 1.857)  0.098
H (1.975, 1.323, 0.411)  0.015
H (2.711, -0.500, 0.238)  0.145
H (0.520, -1.365, 0.845)  0.136
H (-0.232, 1.202, 1.897)  0.218
H (0.831, -0.192, -1.649)  0.203
H (-1.433, 1.170, 0.041)  0.091
H (-1.100, 1.968, -1.419)  0.170
H (-2.977, -1.234, -0.834)  0.091